# 1
{
  "formula": "C3H6N2O2",
  "method": "ωB97M-V/def2-TZVPD",
  "relative_energy_kj_mol": 130.4,
  "molar_mass_g_mol": 102.1,
  "lumo_ev": 0.897,
  "homo_ha": -0.3660,
  "homo_lumo_gap_ev": 10.857,
  "species": ["N", "C", "O", "C", "O", "C", "N", "H", "H", "H", "H", "H", "H"],
  "coordinates": [[1.17245, 1.65361, 0.94304], [0.07816, 0.85058, 0.79893], [-0.55007, 0.39144, 1.73101], [-0.35237, 0.64951, -0.65845], [-1.34547, -0.34797, -0.71953], [-0.91564, -1.60614, -0.51351], [0.28276, -1.97278, -0.66840], [1.52361, 1.78463, 1.87947], [1.81215, 1.81783, 0.18018], [0.50196, 0.40747, -1.29883], [-0.82493, 1.56824, -1.01525], [-1.74868, -2.23161, -0.20187], [0.36608, -2.96481, -0.45678]],
  "lowdin_charge": [0.1589, -0.5179, 0.0735, -0.1320, -0.0563, -0.3076, 0.1223, 0.1100, 0.1032, 0.1182, 0.1375, 0.1358, 0.0545]
}

# 2
{
  "formula": "C3H6N2O2",
  "method": "ωB97M-V/def2-TZVPD",
  "relative_energy_kj_mol": 323.4,
  "molar_mass_g_mol": 102.1,
  "lumo_ev": 0.702,
  "homo_ha": -0.3239,
  "homo_lumo_gap_ev": 9.516,
  "species": ["C", "C", "C", "N", "N", "O", "O", "H", "H", "H", "H", "H", "H"],
  "coordinates": [[0.45234, 0.84169, 0.01635], [1.62146, -0.13858, 0.11423], [-0.83501, 0.08688, -0.07130], [1.03110, -1.41444, -0.22314], [-0.16769, -1.39197, -0.21287], [-1.43298, 0.35329, -1.30705], [-1.66994, 0.11921, 1.09465], [0.33059, 1.52796, 0.94126], [0.54033, 1.18809, -1.02296], [2.45868, 0.04249, -0.50518], [1.93606, -0.33436, 1.13539], [-2.34117, -0.09880, -1.26615], [-1.92378, -0.78147, 1.30677]],
  "lowdin_charge": [-0.0991, -0.1851, -0.5661, -0.0112, 0.0754, 0.0198, 0.0324, 0.1589, 0.1240, 0.0970, 0.1158, 0.1486, 0.0896]
}

# 3
{
  "formula": "C3H6N2O2",
  "method": "ωB97M-V/def2-TZVPD",
  "relative_energy_kj_mol": 152.6,
  "molar_mass_g_mol": 102.1,
  "lumo_ev": 0.686,
  "homo_ha": -0.3706,
  "homo_lumo_gap_ev": 10.770,
  "species": ["C", "O", "C", "N", "N", "C", "O", "H", "H", "H", "H", "H", "H"],
  "coordinates": [[-1.81174, 0.14904, -0.84763], [-0.91966, -0.76608, -0.22059], [0.36370, -0.31835, -0.08906], [1.18898, -0.01941, -0.99956], [0.67350, -0.24274, 1.26052], [1.89565, 0.11896, 1.79259], [2.07669, 0.22730, 2.98332], [-2.81000, -0.27066, -0.72042], [-1.59765, 0.26206, -1.91548], [-1.76033, 1.12688, -0.35485], [0.79284, -0.18858, -1.92114], [-0.07721, -0.43745, 1.90767], [2.66303, 0.29348, 1.02453]],
  "lowdin_charge": [-0.0639, -0.0835, -0.5181, 0.1706, 0.1275, -0.3049, 0.0414, 0.0927, 0.0866, 0.0997, 0.0626, 0.1573, 0.1320]
}

# 4
{
  "formula": "C3H6N2O2",
  "method": "ωB97M-V/def2-TZVPD",
  "relative_energy_kj_mol": 120.6,
  "molar_mass_g_mol": 102.1,
  "lumo_ev": 0.829,
  "homo_ha": -0.3585,
  "homo_lumo_gap_ev": 10.584,
  "species": ["N", "C", "O", "C", "O", "C", "N", "H", "H", "H", "H", "H", "H"],
  "coordinates": [[-1.58887, 0.06324, -0.77029], [-1.39592, -0.09199, 0.56495], [-2.20510, 0.22829, 1.41639], [-0.06722, -0.76001, 0.94374], [0.99633, 0.19505, 1.06523], [1.64229, 0.55055, -0.04521], [1.31800, 0.17459, -1.21302], [-2.39154, 0.60447, -1.05569], [-0.78679, -0.00719, -1.38720], [0.21860, -1.53137, 0.22186], [-0.18519, -1.18223, 1.94087], [2.48034, 1.20163, 0.21623], [1.96507, 0.55496, -1.89787]],
  "lowdin_charge": [0.1638, -0.5158, 0.0538, -0.0929, -0.0376, -0.2989, 0.0995, 0.1117, 0.0639, 0.1226, 0.1312, 0.1382, 0.0604]
}

# 5
{
  "formula": "C3H6N2O2",
  "method": "ωB97M-V/def2-TZVPD",
  "relative_energy_kj_mol": 379.2,
  "molar_mass_g_mol": 102.1,
  "lumo_ev": 0.482,
  "homo_ha": -0.3538,
  "homo_lumo_gap_ev": 10.109,
  "species": ["C", "O", "C", "N", "N", "C", "O", "H", "H", "H", "H", "H", "H"],
  "coordinates": [[-1.85980, 0.16943, -0.79702], [-0.92166, -0.75204, -0.21335], [0.56702, -0.24943, -0.24183], [1.22665, -0.07089, -1.28593], [0.65220, -0.13251, 1.08024], [1.84981, 0.18853, 1.69072], [1.98520, 0.31039, 2.88505], [-2.85640, -0.23804, -0.62908], [-1.65154, 0.22514, -1.86740], [-1.75540, 1.15664, -0.33532], [0.77902, -0.35122, -2.15016], [-0.70161, -0.58684, 0.88537], [2.68652, 0.33083, 0.97873]],
  "lowdin_charge": [-0.0340, -0.1051, -0.4451, 0.1754, 0.0568, -0.3489, 0.0298, 0.0976, 0.0938, 0.1061, 0.0636, 0.1814, 0.1285]
}

# 6
{
  "formula": "C3H6N2O2",
  "method": "ωB97M-V/def2-TZVPD",
  "relative_energy_kj_mol": 270.0,
  "molar_mass_g_mol": 102.1,
  "lumo_ev": 0.870,
  "homo_ha": -0.3326,
  "homo_lumo_gap_ev": 9.919,
  "species": ["C", "N", "C", "C", "O", "N", "O", "H", "H", "H", "H", "H", "H"],
  "coordinates": [[1.65098, 0.83252, 0.70276], [-0.19499, 0.35695, -0.92166], [0.63132, 1.27718, -0.30634], [-0.67456, -0.67752, -0.16424], [-2.11588, -2.27245, 0.24982], [-1.85050, -1.12591, -0.49214], [0.60642, 2.44494, -0.73172], [-2.93156, -2.61314, -0.16278], [-0.82393, 0.73197, -1.62009], [-0.02003, -1.16600, 0.57037], [2.13910, -0.09175, 0.38386], [1.16993, 0.69464, 1.67438], [2.41371, 1.60857, 0.81780]],
  "lowdin_charge": [-0.0119, 0.0897, -0.4882, -0.1819, -0.0942, -0.0146, 0.0395, 0.0966, 0.1555, 0.1410, 0.0884, 0.0888, 0.0913]
}

# 7
{
  "formula": "C3H6N2O2",
  "method": "ωB97M-V/def2-TZVPD",
  "relative_energy_kj_mol": 651.1,
  "molar_mass_g_mol": 102.1,
  "lumo_ev": [-0.950, -0.079],
  "homo_ha": [-0.3179, -0.3146],
  "homo_lumo_gap_ev": [7.700, 8.482],
  "species": ["C", "C", "C", "O", "O", "N", "N", "H", "H", "H", "H", "H", "H"],
  "coordinates": [[0.14634, 1.67237, 0.13786], [-0.77974, -0.77011, 0.19356], [0.18113, 0.19200, -0.02334], [1.82466, -1.24352, -0.91482], [-2.11134, -0.68573, 0.00151], [1.39400, -0.50762, 0.13730], [-0.26778, -1.95513, 0.61292], [1.21516, -1.15407, -1.67807], [-2.32755, 0.09774, -0.52089], [0.28212, -1.83521, 1.46148], [0.91604, 1.98180, 0.85392], [-0.81461, 2.00539, 0.53759], [0.34157, 2.20210, -0.79901]],
  "lowdin_charge": [-0.0404, -0.4566, -0.3010, -0.0210, 0.0902, 0.0397, 0.1572, 0.1167, 0.1139, 0.0583, 0.0883, 0.0787, 0.0761]
}

# 8
{
  "formula": "C3H6N2O2",
  "method": "ωB97M-V/def2-TZVPD",
  "relative_energy_kj_mol": 657.8,
  "molar_mass_g_mol": 102.1,
  "lumo_ev": 0.667,
  "homo_ha": -0.3546,
  "homo_lumo_gap_ev": 10.317,
  "species": ["C", "C", "C", "H", "H", "H", "H", "H", "H", "N", "N", "O", "O"],
  "coordinates": [[-0.28030, 1.15465, -0.16390], [-1.51789, 0.20928, 0.12565], [0.33773, -1.19896, -0.02036], [-0.38120, 1.88606, 0.39705], [-0.39413, 1.44013, -1.09170], [-1.31175, 0.17046, 1.22292], [-2.62722, 0.48458, -0.41284], [0.63430, -1.69483, 1.13232], [0.93071, -1.81792, -0.72924], [2.03360, 0.63310, -0.12311], [0.77644, 0.15534, 0.06265], [2.78803, -0.36662, -0.06791], [-0.98834, -1.05528, -0.33154]],
  "lowdin_charge": [-0.0864, -0.1015, -0.2315, 0.0397, 0.0714, 0.1224, 0.2021, 0.1927, 0.1343, 0.0156, -0.1327, -0.0959, -0.1302]
}

# 9
{
  "formula": "C3H6N2O2",
  "method": "ωB97M-V/def2-TZVPD",
  "relative_energy_kj_mol": 374.7,
  "molar_mass_g_mol": 102.1,
  "lumo_ev": 0.784,
  "homo_ha": -0.3120,
  "homo_lumo_gap_ev": 9.275,
  "species": ["N", "C", "O", "C", "O", "C", "N", "H", "H", "H", "H", "H", "H"],
  "coordinates": [[1.78525, -0.17888, 0.50841], [0.42605, -0.27300, 0.30289], [0.03457, -1.54327, 0.66161], [-0.34500, 0.94514, 0.77507], [-1.44683, 0.88871, -0.08319], [-0.93222, 0.08872, -1.08304], [-1.64683, -0.02124, -2.11698], [2.32703, -1.01566, 0.66759], [2.21691, 0.69565, 0.76204], [0.26553, 1.83514, 0.56374], [-0.64527, 0.93079, 1.82386], [-0.70948, -1.71447, 0.07304], [-1.32972, -0.63763, -2.85505]],
  "lowdin_charge": [0.1470, -0.4307, 0.0395, -0.1594, -0.0477, -0.2816, 0.1244, 0.1077, 0.1006, 0.1266, 0.1350, 0.0972, 0.0415]
}

# 10
{
  "formula": "C3H6N2O2",
  "method": "ωB97M-V/def2-TZVPD",
  "relative_energy_kj_mol": 191.1,
  "molar_mass_g_mol": 102.1,
  "lumo_ev": 0.395,
  "homo_ha": -0.3543,
  "homo_lumo_gap_ev": 10.035,
  "species": ["C", "N", "C", "C", "N", "O", "O", "H", "H", "H", "H", "H", "H"],
  "coordinates": [[0.62707, 0.82890, -1.91864], [0.61061, 1.12222, -0.58873], [-0.26219, 0.43014, 0.27644], [0.03250, -1.00630, 0.59807], [-0.68126, -1.41221, 1.68189], [0.51497, -1.71246, -0.24918], [1.15588, 1.57526, -2.80247], [-0.32429, 0.25859, -2.11688], [1.47164, 1.68213, -0.29996], [-0.28086, 0.90607, 1.35952], [-1.23193, 0.40367, -0.20926], [-0.92120, -2.38790, 1.81651], [-0.71093, -0.68811, 2.45268]],
  "lowdin_charge": [-0.3082, 0.0012, -0.1700, -0.5692, 0.1395, 0.0812, -0.0359, 0.1441, 0.1882, 0.1581, 0.1299, 0.1151, 0.1258]
}

# 11
{
  "formula": "C3H6N2O2",
  "method": "ωB97M-V/def2-TZVPD",
  "relative_energy_kj_mol": 248.9,
  "molar_mass_g_mol": 102.1,
  "lumo_ev": 0.886,
  "homo_ha": -0.3587,
  "homo_lumo_gap_ev": 10.648,
  "species": ["N", "C", "O", "C", "O", "C", "N", "H", "H", "H", "H", "H", "H"],
  "coordinates": [[-1.49528, -0.22232, -1.07977], [-1.16317, -0.07194, 0.24334], [-1.96801, 0.37068, 1.04572], [-0.03143, -0.81523, 0.99981], [1.51066, -0.54410, 0.90429], [1.80230, 0.45403, 0.06919], [1.00546, 0.70215, -0.87895], [-2.40571, 0.15188, -1.32115], [-0.78198, -0.21290, -1.79304], [-0.35166, -1.87531, 0.92578], [-0.07968, -0.50277, 2.02272], [2.71699, 1.03989, 0.26572], [1.24152, 1.52594, -1.40366]],
  "lowdin_charge": [0.1280, -0.5354, 0.0431, 0.0075, -0.0579, -0.3090, 0.0942, 0.1077, 0.0763, 0.1357, 0.1079, 0.1400, 0.0621]
}

# 12
{
  "formula": "C3H6N2O2",
  "method": "ωB97M-V/def2-TZVPD",
  "relative_energy_kj_mol": 235.1,
  "molar_mass_g_mol": 102.1,
  "lumo_ev": 0.854,
  "homo_ha": -0.2944,
  "homo_lumo_gap_ev": 8.864,
  "species": ["N", "C", "O", "C", "O", "C", "N", "H", "H", "H", "H", "H", "H"],
  "coordinates": [[1.13866, -1.01385, 0.42675], [1.18020, 0.27835, -0.04298], [2.42515, 0.65203, -0.46261], [0.15907, 1.15107, -0.08315], [-1.05832, 0.99594, 0.58690], [-1.90535, -0.00559, 0.36370], [-1.69189, -1.01997, -0.36315], [2.01077, -1.50844, 0.29281], [0.31309, -1.51631, 0.10317], [0.25624, 2.13729, -0.52456], [2.48111, 1.61560, -0.43041], [-2.82095, 0.18729, 0.92572], [-2.52172, -1.60911, -0.33656]],
  "lowdin_charge": [0.1397, -0.4345, 0.0534, -0.0916, -0.0308, -0.3131, 0.0998, 0.1000, 0.0636, 0.1166, 0.1086, 0.1333, 0.0550]
}

# 13
{
  "formula": "C3H6N2O2",
  "method": "ωB97M-V/def2-TZVPD",
  "relative_energy_kj_mol": 435.4,
  "molar_mass_g_mol": 102.1,
  "lumo_ev": 0.537,
  "homo_ha": -0.3308,
  "homo_lumo_gap_ev": 9.538,
  "species": ["C", "C", "C", "H", "H", "H", "H", "H", "H", "N", "N", "O", "O"],
  "coordinates": [[1.12537, -2.03008, 0.66633], [-0.39628, -0.26628, 0.90577], [-0.99651, 1.69734, -0.14696], [2.21893, -1.93520, 0.75385], [0.89879, -2.82731, 0.09318], [0.41390, -2.16554, 1.70487], [0.48649, 0.42829, -1.28439], [-0.48243, -0.86490, 1.78583], [-1.59291, 2.68755, -0.14583], [0.44689, -0.85274, 0.08107], [-1.16569, 0.75788, 0.78295], [0.66617, -0.57977, -1.17760], [-0.07951, 1.69668, -1.01071]],
  "lowdin_charge": [0.0208, -0.1804, -0.2976, 0.1011, 0.0376, 0.1584, 0.0427, 0.1008, 0.1448, -0.2045, 0.0792, 0.0310, -0.0339]
}

# 14
{
  "formula": "C3H6N2O2",
  "method": "ωB97M-V/def2-TZVPD",
  "relative_energy_kj_mol": 609.5,
  "molar_mass_g_mol": 102.1,
  "lumo_ev": [-0.246, -1.159],
  "homo_ha": [-0.3131, -0.3155],
  "homo_lumo_gap_ev": [8.273, 7.426],
  "species": ["N", "C", "O", "C", "O", "C", "N", "H", "H", "H", "H", "H", "H"],
  "coordinates": [[1.56154, 0.05827, -0.98109], [0.65950, 0.76523, -0.25027], [0.62592, 0.42864, 1.03428], [-0.38538, 1.51375, -0.75280], [-1.33466, -0.30101, -0.03967], [-0.58880, -0.51892, 1.06955], [-0.34456, -1.79993, 0.67040], [1.87422, -0.76635, -0.47982], [1.31858, -0.11908, -1.94642], [-0.50665, 1.62509, -1.82631], [-0.90767, 2.20564, -0.10586], [-1.02066, -0.31209, 2.05395], [-0.71936, -2.46976, 1.34962]],
  "lowdin_charge": [0.1950, -0.4964, 0.0012, 0.1208, -0.0425, -0.5731, 0.1816, 0.1108, 0.1189, 0.0851, 0.0878, 0.1485, 0.0622]
}

# 15
{
  "formula": "C3H6N2O2",
  "method": "ωB97M-V/def2-TZVPD",
  "relative_energy_kj_mol": 122.1,
  "molar_mass_g_mol": 102.1,
  "lumo_ev": 0.676,
  "homo_ha": -0.3726,
  "homo_lumo_gap_ev": 10.816,
  "species": ["O", "C", "N", "C", "O", "C", "N", "H", "H", "H", "H", "H", "H"],
  "coordinates": [[-1.52566, -1.05617, -0.52204], [-0.47917, -0.48772, -0.33462], [0.57198, -0.63430, -1.23084], [1.60401, 0.29237, -1.40321], [2.11710, 0.52550, -2.45398], [-0.22850, 0.29902, 0.93533], [-1.45219, 0.53787, 1.69695], [0.48175, -1.40740, -1.87422], [1.92444, 0.76046, -0.45575], [0.18508, 1.28015, 0.73444], [0.56030, -0.24234, 1.46758], [-2.20633, 0.32589, 1.04713], [-1.55281, -0.19333, 2.39324]],
  "lowdin_charge": [0.0929, -0.4554, 0.1291, -0.3122, 0.0834, -0.2068, 0.0109, 0.1578, 0.1323, 0.1012, 0.1325, 0.0635, 0.0710]
}

# 16
{
  "formula": "C3H6N2O2",
  "method": "ωB97M-V/def2-TZVPD",
  "relative_energy_kj_mol": 124.0,
  "molar_mass_g_mol": 102.1,
  "lumo_ev": 0.872,
  "homo_ha": -0.3587,
  "homo_lumo_gap_ev": 10.633,
  "species": ["N", "C", "O", "C", "O", "C", "N", "H", "H", "H", "H", "H", "H"],
  "coordinates": [[1.15673, -1.45262, 0.10483], [0.50171, -0.76405, 1.08341], [0.05979, -1.26667, 2.09838], [0.41672, 0.74975, 0.84731], [-0.90695, 1.15032, 0.48365], [-1.28113, 0.90661, -0.77397], [-0.55121, 0.31854, -1.62881], [1.10561, -2.45927, 0.18148], [1.09404, -1.06234, -0.82837], [1.12507, 1.08863, 0.08555], [0.60930, 1.24591, 1.79868], [-2.29097, 1.29285, -0.93400], [-1.03870, 0.25233, -2.51816]],
  "lowdin_charge": [0.1542, -0.5184, 0.0618, -0.1024, -0.0400, -0.2975, 0.1092, 0.1098, 0.0722, 0.1205, 0.1337, 0.1381, 0.0588]
}

# 17
{
  "formula": "C3H6N2O2",
  "method": "ωB97M-V/def2-TZVPD",
  "relative_energy_kj_mol": 328.3,
  "molar_mass_g_mol": 102.1,
  "lumo_ev": 0.770,
  "homo_ha": -0.3696,
  "homo_lumo_gap_ev": 10.827,
  "species": ["N", "C", "O", "C", "O", "C", "N", "H", "H", "H", "H", "H", "H"],
  "coordinates": [[-1.52383, 0.74088, -0.40926], [-1.29882, -0.35414, 0.33742], [-2.23202, -1.07406, 0.69032], [-0.03107, -0.50344, 1.11665], [1.00534, 0.51999, 0.84544], [1.70079, 0.41462, -0.34743], [1.44750, -0.39831, -1.28270], [-2.46357, 0.79549, -0.78375], [-0.76063, 1.23201, -0.84720], [0.47668, -1.45018, 1.21314], [-0.88926, -0.81682, 1.93367], [2.48338, 1.18317, -0.39009], [2.08552, -0.28921, -2.07620]],
  "lowdin_charge": [0.1897, -0.5778, 0.0060, -0.0820, -0.0784, -0.3025, 0.1161, 0.1240, 0.0937, 0.1189, 0.1998, 0.1319, 0.0604]
}

# 18
{
  "formula": "C3H6N2O2",
  "method": "ωB97M-V/def2-TZVPD",
  "relative_energy_kj_mol": 507.1,
  "molar_mass_g_mol": 102.1,
  "lumo_ev": 0.803,
  "homo_ha": -0.3198,
  "homo_lumo_gap_ev": 9.506,
  "species": ["C", "C", "C", "H", "H", "H", "H", "H", "H", "N", "N", "O", "O"],
  "coordinates": [[1.10776, 0.26756, 0.32024], [-0.30733, 0.36010, 0.77488], [-1.71467, 0.09623, -0.73026], [2.01160, -0.51334, -1.38884], [1.13712, -1.64168, -0.17173], [1.36588, 1.34411, -0.14300], [1.70858, 0.06064, 1.29076], [-0.38830, 0.97632, 1.69110], [-2.31046, 0.61629, -1.56957], [1.18164, -0.62705, -0.78988], [-1.74106, -1.00356, -0.13703], [-1.11770, 1.06117, -0.07246], [-0.93307, -0.99681, 0.92577]],
  "lowdin_charge": [-0.2843, -0.3617, -0.2424, 0.0761, 0.1837, 0.1671, 0.1370, 0.1592, 0.1783, -0.0167, 0.0358, 0.0204, -0.0525]
}

Computed values of calculated total energy (unit: a.u.) for the preceding records, in sequence: -377.9097; -377.8362; -377.9012; -377.9134; -377.8149; -377.8565; -377.7113; -377.7088; -377.8166; -377.8866; -377.8645; -377.8698; -377.7935; -377.7272; -377.9128; -377.9121; -377.8343; -377.7662.